i | Entry from the Open Molecules 2025 dataset: an isolated molecule of C4H6FNO2 (ωB97M-V/def2-TZVPD).

Geometry as XYZ:
```
14
Properties=species:S:1:pos:R:3:lowdin_charge:R:1
N 0.1550 -1.2097 -1.3332 0.147
C 0.0164 -0.3913 -0.2517 -0.254
C -1.0913 0.6195 -0.3988 -0.194
O -1.0976 1.1828 -1.6953 -0.059
C 0.7831 -0.5405 0.8518 -0.208
F 1.7168 -1.5393 0.8178 0.048
C 0.7269 0.2046 2.0965 -0.232
O 1.4476 -0.0070 3.0448 0.055
H -0.2043 -0.8246 -2.1905 0.098
H 0.9933 -1.8070 -1.3551 0.124
H -2.0469 0.1195 -0.2994 0.133
H -1.0482 1.4105 0.3731 0.120
H -0.3300 1.7870 -1.7584 0.115
H -0.0208 0.9957 2.0984 0.107
```

## Properties
LUMO energy = 0.0141 hartree
Kohn-Sham gap = 9.233 eV
SMILES = N/C(CO)=C(\F)C=O


ii | Entry from the Open Molecules 2025 dataset: an isolated molecule of C4H6FNO2 (ωB97M-V/def2-TZVPD).

Geometry as XYZ:
```
14
Properties=species:S:1:pos:R:3:lowdin_charge:R:1
C -0.6398 -1.4268 -1.9816 -0.018
C -1.0626 -0.5643 -0.8682 -0.383
O -2.2082 -0.4406 -0.4615 0.074
C 0.0348 0.1395 -0.0382 -0.190
C -0.4233 0.7731 1.2231 -0.108
F 0.6026 0.7824 2.1665 -0.053
N 1.2141 0.0195 -0.5278 0.047
O 2.2395 0.5905 0.1125 0.008
H 0.2403 -0.9956 -2.4596 0.080
H -0.3494 -2.3955 -1.5810 0.100
H -1.4767 -1.5645 -2.6602 0.091
H -1.2846 0.2919 1.6799 0.131
H -0.6608 1.8180 1.0399 0.138
H 1.9045 0.9396 0.9594 0.082
```

## Properties
LUMO energy = 0.0090 hartree
Kohn-Sham gap = 10.410 eV
SMILES = CC(=O)/C(CF)=N/O


Which of them is the least stable? Correct choice: ii.


i | Entry from the Open Molecules 2025 dataset: the ion C4H10NO with charge +1 (ωB97M-V/def2-TZVPD).

Geometry as XYZ:
```
16
Properties=species:S:1:pos:R:3:lowdin_charge:R:1
C 0.6301 0.4653 -0.4061 -0.070
C -0.6034 -0.2358 -0.0270 -0.472
C 2.1831 -0.4324 -0.2785 0.036
C -1.9556 0.2487 -0.4616 0.041
N 0.1063 0.7538 0.9406 0.190
O -0.4730 -1.5140 0.3611 0.112
H 0.6588 1.2664 -1.1216 0.158
H 2.0429 -1.1810 0.4865 0.054
H 2.9276 0.3102 -0.0394 0.065
H 2.3434 -0.8799 -1.2475 0.073
H -2.7080 -0.0126 0.2832 0.111
H -2.2283 -0.2248 -1.4032 0.114
H -1.9680 1.3248 -0.6099 0.101
H 0.6366 0.3523 1.7148 0.160
H -0.2850 1.6689 1.1545 0.179
H -1.3076 -1.9099 0.6542 0.148
```

## Properties
2S+1 = 3
LUMO energy (spin up / spin down) = -0.1189 / -0.3285 hartree
Kohn-Sham gap (spin up / spin down) = 5.012 / 7.420 eV
Net charge = +1
<S²> = 2.01


ii | Entry from the Open Molecules 2025 dataset: a cluster of 2 separate species, C4H10NO in total (ωB97M-V/def2-TZVPD).

Geometry as XYZ:
```
16
Properties=species:S:1:pos:R:3:lowdin_charge:R:1
C -0.3849 0.0719 1.9137 -0.129
C -0.9104 -0.5172 0.7416 -0.321
C 0.6005 0.9222 -2.2499 -0.100
C -0.6560 -1.8316 0.4303 -0.148
N 1.6231 1.8255 -2.1372 0.261
O 0.2494 0.2746 -1.2637 0.323
H -0.3259 1.1924 1.7262 0.108
H 0.4303 -0.3178 2.4189 0.058
H -1.8345 -0.0563 0.4413 0.109
H 0.1670 0.8733 -3.1460 0.144
H -1.5625 -2.4748 0.5052 0.110
H 0.3092 -2.1442 1.0729 0.149
H -0.4044 -2.2163 -0.5513 0.065
H 1.7290 2.4729 -2.8834 0.140
H 2.1626 1.7462 -1.3044 0.141
H -1.0264 0.1796 2.7755 0.090
```

## Properties
2S+1 = 3
LUMO energy (spin up / spin down) = -0.1904 / -0.3610 hartree
Kohn-Sham gap (spin up / spin down) = 5.151 / 5.005 eV
Net charge = +1
<S²> = 2.01


Which of them is the least stable? Correct choice: i.


i | Entry from the Open Molecules 2025 dataset: a cluster of 6 separate species, C18H36O18 in total (ωB97M-V/def2-TZVPD).

Geometry as XYZ:
```
72
Properties=species:S:1:pos:R:3:lowdin_charge:R:1
C -2.0320 1.5851 -1.7220 -0.046
O -0.8345 1.1415 -1.1101 0.001
C -0.1439 0.2239 -1.7930 -0.625
O -0.4288 -0.2035 -2.8787 0.135
O 0.9063 -0.1137 -1.0612 0.018
C 1.7061 -1.1530 -1.5863 -0.045
H -2.4327 2.3712 -1.0886 0.075
H -2.7480 0.7717 -1.8477 0.103
H -1.8823 2.0085 -2.7192 0.099
H 2.7397 -1.2505 -1.2630 0.092
H 1.7967 -1.1295 -2.6741 0.076
H 1.2428 -2.1193 -1.3745 0.089
C 5.2482 -6.8876 -3.5996 -0.047
O 4.9106 -5.5718 -3.1863 0.003
C 4.3896 -4.7987 -4.1403 -0.620
O 4.2601 -5.1073 -5.2929 0.128
O 4.0547 -3.6410 -3.5845 0.014
C 3.4853 -2.6375 -4.4152 -0.038
H 4.3622 -7.4949 -3.7854 0.099
H 5.8080 -7.3431 -2.7887 0.092
H 5.8559 -6.8446 -4.5022 0.096
H 2.3980 -2.6326 -4.3281 0.095
H 3.7354 -2.6794 -5.4738 0.097
H 3.8628 -1.6925 -4.0236 0.089
C 6.0718 -0.4937 -0.3344 -0.036
O 5.0484 -0.1777 -1.2677 -0.018
C 4.8825 1.1095 -1.5729 -0.617
O 5.3259 2.0388 -0.9600 0.137
O 4.0399 1.1678 -2.5989 -0.003
C 3.2382 2.3334 -2.7226 -0.023
H 6.0077 0.0914 0.5799 0.096
H 7.0520 -0.3282 -0.7874 0.100
H 5.9810 -1.5538 -0.1189 0.095
H 3.1516 2.5929 -3.7745 0.096
H 3.6163 3.1459 -2.1084 0.095
H 2.2201 2.1024 -2.3909 0.088
C -4.1850 4.5736 0.5589 -0.031
O -5.5714 4.7941 0.7758 0.014
C -6.0698 4.4778 1.9634 -0.614
O -5.4907 4.0184 2.9055 0.139
O -7.3651 4.7965 1.9505 0.009
C -8.0599 4.5867 3.1580 -0.058
H -3.9550 4.7748 -0.4805 0.094
H -3.9269 3.5613 0.8566 0.065
H -3.5990 5.2649 1.1684 0.107
H -8.0371 3.5570 3.5118 0.098
H -9.0950 4.8874 3.0182 0.093
H -7.6590 5.2223 3.9535 0.101
C 0.1083 -1.3089 2.1956 -0.040
O -1.0598 -1.7029 1.5091 0.025
C -0.9137 -2.6550 0.6026 -0.605
O 0.1029 -3.2283 0.3218 0.113
O -2.0792 -2.7610 -0.0553 0.008
C -2.2902 -3.9389 -0.7933 -0.057
H 0.1205 -0.2453 2.4333 0.089
H 1.0082 -1.5344 1.6281 0.090
H 0.1603 -1.7736 3.1843 0.101
H -1.4629 -4.6433 -0.6927 0.093
H -2.3737 -3.7102 -1.8590 0.096
H -3.2050 -4.4634 -0.5158 0.092
C -2.8635 1.9712 2.6572 -0.030
O -2.0020 1.2394 3.5442 -0.005
C -1.8997 1.7040 4.7853 -0.618
O -2.5998 2.5484 5.2748 0.129
O -0.9187 1.0273 5.3825 0.000
C -0.6803 1.3713 6.7452 -0.038
H -3.0597 2.9513 3.0826 0.078
H -3.8299 1.4686 2.5937 0.104
H -2.3642 1.9491 1.6932 0.085
H 0.3705 1.1680 6.9377 0.092
H -1.3262 0.7840 7.3913 0.098
H -0.8234 2.4378 6.9091 0.093
```

## Properties
LUMO energy = 0.0205 hartree
Kohn-Sham gap = 11.334 eV
SMILES = COC(=O)OC.COC(=O)OC.COC(=O)OC.COC(=O)OC.COC(=O)OC.COC(=O)OC


ii | Entry from the Open Molecules 2025 dataset: a cluster of 6 separate species, C18H36O18 in total (ωB97M-V/def2-TZVPD).

Geometry as XYZ:
```
72
Properties=species:S:1:pos:R:3:lowdin_charge:R:1
C -0.8561 3.3869 2.3241 -0.035
O -0.5389 2.2429 1.5464 -0.007
C 0.5138 1.5263 1.9117 -0.613
O 1.2264 1.6771 2.8631 0.145
O 0.6585 0.5699 0.9842 -0.023
C 1.5773 -0.4978 1.1562 -0.053
H -1.0214 3.1260 3.3672 0.081
H -1.7041 3.8963 1.8782 0.096
H -0.0251 4.0963 2.2875 0.102
H 1.3417 -1.1241 2.0127 0.092
H 2.5756 -0.0672 1.1475 0.071
H 1.5916 -1.0269 0.2040 0.086
C -1.9698 -0.0734 -5.1671 -0.054
O -1.1554 0.8552 -4.4881 0.006
C -0.1878 0.3384 -3.7453 -0.623
O 0.2290 -0.7797 -3.7663 0.147
O 0.3403 1.3271 -3.0334 0.000
C 1.4548 1.0532 -2.2264 -0.042
H -1.3794 -0.6992 -5.8408 0.097
H -2.7296 0.4635 -5.7268 0.093
H -2.4863 -0.7811 -4.5126 0.100
H 2.4047 0.9299 -2.7466 0.101
H 1.3021 0.1682 -1.6081 0.073
H 1.5713 1.8553 -1.4984 0.099
C 0.3000 7.0097 -2.5850 -0.051
O 0.2134 5.6007 -2.5479 0.001
C -0.9745 5.0485 -2.3324 -0.639
O -2.0272 5.6119 -2.4047 0.130
O -0.8014 3.7739 -2.0509 -0.001
C -1.9708 2.9778 -1.8202 -0.018
H -0.2062 7.4760 -1.7353 0.098
H -0.0797 7.4190 -3.5219 0.098
H 1.3662 7.2012 -2.4544 0.094
H -2.3543 2.6599 -2.7813 0.097
H -2.6888 3.5427 -1.2193 0.095
H -1.6660 2.2282 -1.0916 0.090
C -2.8620 0.8271 4.3899 -0.049
O -4.2065 0.6787 4.0136 0.018
C -4.5412 -0.2950 3.1718 -0.617
O -3.8263 -1.1860 2.8217 0.130
O -5.8174 -0.1241 2.8492 0.015
C -6.4731 -1.2500 2.2888 -0.044
H -2.6268 0.2321 5.2781 0.103
H -2.6696 1.8864 4.5165 0.086
H -2.1202 0.3992 3.7050 0.091
H -6.9277 -1.8824 3.0444 0.099
H -5.8289 -1.8276 1.6236 0.092
H -7.2118 -0.8582 1.5892 0.094
C -0.9513 -2.7880 1.4278 -0.033
O -0.4450 -4.0819 1.1061 0.006
C 0.6935 -4.4346 1.7215 -0.618
O 1.3432 -3.6727 2.3768 0.131
O 0.9039 -5.7038 1.4323 0.016
C 1.8633 -6.4108 2.1895 -0.045
H -0.2698 -1.9925 1.1129 0.057
H -1.1092 -2.6092 2.4884 0.103
H -1.8265 -2.7275 0.7902 0.101
H 2.8680 -6.0345 1.9370 0.098
H 1.8917 -7.4801 2.0238 0.093
H 1.7829 -6.1237 3.2432 0.099
C 5.0359 -0.8526 0.9373 -0.055
O 5.4315 -1.8419 0.0121 0.021
C 4.6755 -2.0114 -1.0739 -0.601
O 3.6848 -1.3910 -1.3675 0.121
O 5.1783 -3.0335 -1.7362 0.011
C 4.5426 -3.5256 -2.9111 -0.022
H 4.8025 0.1386 0.5514 0.099
H 5.8285 -0.7762 1.6792 0.099
H 4.1684 -1.1507 1.5264 0.081
H 5.3160 -3.6014 -3.6694 0.095
H 3.6499 -2.9665 -3.1816 0.094
H 4.2089 -4.5416 -2.6856 0.095
```

## Properties
LUMO energy = 0.0204 hartree
Kohn-Sham gap = 11.095 eV
SMILES = COC(=O)OC.COC(=O)OC.COC(=O)OC.COC(=O)OC.COC(=O)OC.COC(=O)OC


Which of them is the least stable? Correct choice: ii.


i | Entry from the Open Molecules 2025 dataset: a cluster of 2 separate species, C10H15NO2 in total (ωB97M-V/def2-TZVPD).

Geometry as XYZ:
```
28
Properties=species:S:1:pos:R:3:lowdin_charge:R:1
C 1.5307 0.9777 2.5837 -0.072
C 0.4069 0.0224 2.3957 -0.312
C 0.2001 -0.9730 3.3325 -0.043
C -0.9112 -1.8383 3.2278 -0.015
C -1.6702 -1.7794 2.0594 -0.323
O -2.7584 -2.5790 1.8806 0.041
C -1.4084 -0.7953 1.0642 -0.014
C -0.4472 0.1721 1.3183 -0.057
H 1.5940 1.7829 1.8011 0.093
H 2.5223 0.5284 2.4411 0.078
H 1.6134 1.3336 3.6096 0.075
H 0.9818 -1.0543 4.1002 0.121
H -0.9562 -2.6904 3.8609 0.099
H -2.9611 -3.0488 2.6924 0.101
H -1.9018 -1.0850 0.0761 0.132
H -0.2888 0.8470 0.5049 0.087
C -0.0725 -0.2779 -2.0976 -0.097
C 0.0555 0.1004 -3.5847 -0.162
C 0.9368 1.3476 -3.8166 -0.526
N 0.6831 2.6247 -3.3524 0.136
O 2.0842 1.1865 -4.1962 0.023
H -1.0306 0.1029 -1.7991 0.059
H 0.7198 0.2944 -1.5446 0.086
H 0.3024 -1.2553 -1.8495 0.077
H 0.5565 -0.6985 -4.1755 0.118
H -0.8597 0.3148 -4.1550 0.107
H 1.2576 3.4416 -3.4077 0.094
H -0.1790 2.9981 -2.9697 0.094
```

## Properties
LUMO energy = 0.0263 hartree
Kohn-Sham gap = 9.070 eV
SMILES = Cc1ccc(O)cc1.CCC(N)=O


ii | Entry from the Open Molecules 2025 dataset: a cluster of 2 separate species, C10H15NO2 in total (ωB97M-V/def2-TZVPD).

Geometry as XYZ:
```
28
Properties=species:S:1:pos:R:3:lowdin_charge:R:1
C -3.3787 -1.6165 3.4680 -0.057
C -2.2178 -1.1990 2.6021 -0.378
C -2.3177 0.0362 2.0220 -0.061
C -1.2145 0.6283 1.2972 -0.010
C -0.1403 -0.1911 0.9877 -0.272
O 1.0150 -0.2397 0.1622 -0.051
C -0.1286 -1.5318 1.4921 -0.012
C -1.1522 -1.9853 2.3526 -0.061
H -4.0823 -0.6712 3.4465 0.104
H -2.8921 -1.6984 4.4612 0.082
H -3.7010 -2.6434 3.1120 0.097
H -3.3383 0.5295 2.1645 0.122
H -1.4929 1.5766 0.7760 0.118
H 1.1152 0.6063 -0.4324 0.108
H 0.7647 -2.2218 1.2013 0.147
H -1.1435 -2.9831 2.7223 0.103
C 3.2973 -0.0222 -2.0724 -0.114
C 2.7204 1.3955 -2.1528 -0.147
C 1.2704 1.3883 -2.7122 -0.493
N 0.5711 0.6849 -3.6764 0.117
O 0.7326 2.5027 -2.3828 -0.054
H 2.8866 -0.7886 -1.4355 0.055
H 4.2818 -0.1316 -1.6741 0.054
H 3.3614 -0.4664 -3.1229 0.097
H 2.4866 1.7624 -1.0907 0.132
H 3.2542 2.0719 -2.7271 0.093
H -0.5026 1.0727 -3.8565 0.197
H 0.5946 -0.3260 -3.7502 0.083
```

## Properties
LUMO energy = 0.0266 hartree
Kohn-Sham gap = 9.133 eV
SMILES = Cc1ccc(O)cc1.CCC(N)=O


iii | Entry from the Open Molecules 2025 dataset: a cluster of 2 separate species, C10H15NO2 in total (ωB97M-V/def2-TZVPD).

Geometry as XYZ:
```
28
Properties=species:S:1:pos:R:3:lowdin_charge:R:1
C -0.6538 -2.2950 2.8811 -0.056
C -0.7241 -2.0079 1.4207 -0.289
C -1.5494 -1.0611 0.8572 -0.050
C -1.5074 -0.7662 -0.5029 -0.044
C -0.6349 -1.4535 -1.3219 -0.341
O -0.5493 -1.1935 -2.6812 0.007
C 0.1234 -2.5038 -0.8140 -0.006
C 0.0548 -2.7596 0.5407 -0.041
H 0.3314 -2.5467 3.2748 0.082
H -1.2442 -3.2051 3.0868 0.088
H -1.1733 -1.5839 3.5070 0.072
H -2.2696 -0.5222 1.4495 0.113
H -2.2151 -0.1115 -0.9888 0.117
H -1.4182 -1.3000 -3.1140 0.118
H 0.7356 -3.0572 -1.5025 0.116
H 0.6411 -3.5723 0.9666 0.117
C 1.2753 2.3460 1.7492 -0.095
C 1.2475 1.6935 0.3531 -0.146
C 0.9942 2.7673 -0.6969 -0.551
N 0.0944 2.3967 -1.6482 0.159
O 1.4160 3.8986 -0.6086 0.052
H 0.3218 2.4823 2.2390 0.069
H 1.8817 3.2498 1.7051 0.070
H 1.8905 1.7553 2.4357 0.066
H 2.2206 1.2411 0.2892 0.111
H 0.4477 0.9727 0.2951 0.075
H -0.0268 3.0153 -2.4359 0.104
H -0.0950 1.4523 -1.9584 0.081
```

## Properties
LUMO energy = 0.0205 hartree
Kohn-Sham gap = 9.586 eV
SMILES = Cc1ccc(O)cc1.CCC(N)=O


Which of them is the least stable? Correct choice: ii.